6 unconnected molecules or ions with the total composition C52H99FO11S in a non-equilibrium geometry, computed with wB97M-V/def2-TZVPD.

Geometry (Å):
C1 3.87167 1.33608 -5.58826
C2 4.01565 1.57977 -4.29143
C3 4.42712 1.51577 -2.72917
S1 6.22501 1.96408 -2.55378
O1 3.75627 2.74471 -2.22221
C4 2.34527 2.36013 -2.07813
O2 1.48585 3.28661 -1.99751
C5 2.19680 0.73865 -1.99712
F1 1.57944 0.24700 -0.75627
C6 1.34380 -0.04152 -3.11476
C7 -0.02658 0.75534 -3.42628
O3 -1.20191 -0.09311 -3.57095
C8 -2.30266 0.39104 -2.71290
C9 -2.94662 1.78203 -3.21326
O4 -3.69732 1.70591 -4.45995
C10 -4.89048 0.91938 -4.12795
C11 -6.06483 1.47260 -3.20159
C12 -7.27311 0.51849 -2.87571
C13 -7.31236 -0.94264 -3.46998
C14 -8.59507 -1.86703 -3.01864
C15 -9.92276 -0.92701 -3.20899
C16 -8.68942 -3.05371 -4.10228
C17 -8.30428 -2.30888 -1.49657
C18 -8.80595 -3.77275 -1.05809
C19 -10.36782 -4.09289 -1.39794
C20 -7.79490 -4.98634 -1.52022
C21 -8.72026 -3.79270 0.58780
C22 -6.15701 -1.46644 -4.40167
C23 -4.90847 -0.54975 -4.77103
C24 3.75934 0.40440 -1.76588
O5 3.97866 1.00772 -0.43588
C25 5.03441 0.31943 0.29269
C26 5.39291 1.29542 1.56682
O6 4.23860 -0.94679 -1.73949
C27 4.35194 -1.54411 -3.05842
C28 5.19771 -2.93699 -2.84026
C29 6.69783 -2.43303 -2.39050
C30 5.21175 -3.86377 -4.16103
C31 3.91839 -4.87757 -4.03489
C32 6.50681 -4.82081 -4.30336
H1 3.76219 1.03387 -6.70441
H2 6.32287 2.44951 -1.22815
H3 1.89394 -0.20221 -4.11990
H4 1.02511 -1.09737 -2.73007
H5 -0.24070 1.49211 -2.56825
H6 0.07013 1.39562 -4.39862
H7 -1.94122 0.57634 -1.61498
H8 -3.04791 -0.48856 -2.64323
H9 -3.57229 2.20882 -2.32389
H10 -2.10086 2.56791 -3.39071
H11 -5.98321 2.54539 -2.75495
H12 -8.11406 0.88580 -2.18867
H13 -10.74089 -1.60441 -3.68331
H14 -9.72997 -0.07668 -3.96614
H15 -10.30493 -0.53889 -2.19458
H16 -8.69369 -2.54766 -5.15499
H17 -9.69351 -3.64552 -4.05397
H18 -7.78812 -3.78332 -4.09311
H19 -7.18072 -2.11448 -1.28201
H20 -8.87570 -1.54842 -0.81447
H21 -10.95645 -3.11267 -1.53064
H22 -10.76755 -4.70077 -0.48737
H23 -10.40578 -4.79866 -2.30605
H24 -8.07071 -5.41422 -2.55365
H25 -6.75181 -4.47443 -1.66091
H26 -7.64137 -5.77647 -0.69862
H27 -9.58547 -3.19458 1.06453
H28 -7.73520 -3.23839 0.89113
H29 -8.61787 -4.86957 0.99643
H30 -6.13329 -2.53726 -4.84797
H31 -4.04274 -0.88951 -5.46105
H32 6.02862 0.20887 -0.28742
H33 4.68938 -0.68149 0.78665
H34 6.08673 0.78181 2.32656
H35 5.81922 2.25749 1.10091
H36 4.36686 1.55963 2.03566
H37 3.34073 -1.88374 -3.52012
H38 4.96342 -0.93988 -3.82212
H39 4.80159 -3.52284 -1.91019
H40 6.60627 -1.88444 -1.36286
H41 7.43004 -3.30116 -2.21769
H42 7.10165 -1.62338 -3.12615
H43 5.14323 -3.24970 -5.14202
H44 4.35439 -5.84526 -3.54636
H45 3.20459 -4.39945 -3.27058
H46 3.45675 -5.07679 -5.06728
H47 6.45832 -5.56764 -5.17859
H48 7.48450 -4.20144 -4.46834
H49 6.71452 -5.45650 -3.34827
C33 -8.03593 -0.18741 4.71874
C34 -7.71330 -1.29867 3.73327
O7 -7.33669 -0.82316 2.44571
C35 -6.18297 0.00859 2.39091
C36 -4.92248 -0.66793 2.90184
H50 -8.83928 0.44723 4.32977
H51 -8.35254 -0.60828 5.67745
H52 -7.17377 0.45534 4.90531
H53 -8.60736 -1.91176 3.59061
H54 -6.94235 -1.96609 4.13055
H55 -6.36987 0.94775 2.92207
H56 -6.03923 0.27365 1.33854
H57 -5.00616 -0.94926 3.95369
H58 -4.06424 0.00157 2.80096
H59 -4.72249 -1.58167 2.33400
C37 4.87336 -3.50778 4.42856
C38 5.37797 -2.07660 4.51305
O8 4.65638 -1.17065 3.68702
C39 3.26431 -1.04283 3.95320
C40 2.95868 -0.56069 5.36103
H60 4.91358 -3.86695 3.39470
H61 5.48476 -4.16494 5.05365
H62 3.83875 -3.59602 4.76456
H63 6.41648 -2.04990 4.17200
H64 5.38434 -1.72182 5.54823
H65 2.75110 -1.98608 3.73863
H66 2.87561 -0.31137 3.23737
H67 3.31898 -1.25823 6.12007
H68 1.88003 -0.44439 5.49697
H69 3.44105 0.40348 5.54769
C41 2.06245 3.85704 5.11630
C42 3.19787 4.48037 4.32083
O9 3.34532 3.93151 3.01714
C43 2.22664 4.05930 2.14591
C44 1.82635 5.50051 1.88145
H70 2.20680 2.77485 5.20500
H71 2.01781 4.28975 6.11995
H72 1.09388 4.01898 4.64018
H73 4.13847 4.29329 4.84606
H74 3.08790 5.56764 4.26349
H75 1.38125 3.47876 2.52995
H76 2.51451 3.59330 1.19802
H77 1.52110 6.01501 2.79512
H78 0.98987 5.53943 1.17883
H79 2.66626 6.05847 1.45703
C45 8.00701 5.44869 -3.45838
C46 9.25485 4.59604 -3.61810
O10 10.36489 5.30808 -4.15186
C47 10.82393 6.42184 -3.39515
C48 11.27693 6.05555 -1.99211
H80 7.71522 5.88348 -4.42025
H81 7.17819 4.84388 -3.07955
H82 8.16320 6.27398 -2.76136
H83 9.03855 3.78512 -4.31885
H84 9.53035 4.12018 -2.67166
H85 10.05722 7.20323 -3.37109
H86 11.67389 6.84174 -3.94227
H87 10.46390 5.63651 -1.39569
H88 11.65371 6.93995 -1.47155
H89 12.07341 5.30653 -2.03122
C49 -2.72345 0.61070 8.03953
C50 -3.29026 0.30670 6.66248
O11 -2.33701 0.44090 5.61417
C51 -1.19150 -0.39950 5.68954
C52 -1.52571 -1.88138 5.67859
H90 -2.31086 1.62478 8.06776
H91 -3.50495 0.52723 8.80022
H92 -1.91979 -0.07616 8.31059
H93 -4.09236 1.01832 6.44851
H94 -3.74567 -0.68814 6.63478
H95 -0.58816 -0.13718 6.56502
H96 -0.57762 -0.16958 4.81278
H97 -2.13354 -2.17040 6.53846
H98 -0.60957 -2.47761 5.69958
H99 -2.09044 -2.13894 4.77758

- structure (SMILES) = C#C[C@@]1(S)OC(=O)[C@@](F)(CCOCCOc2ccc(C(C)(C)CC(C)(C)C)cc2)[C@@]1(OCC)OC[C@H](C)C(C)C.CCOCC.CCOCC.CCOCC.CCOCC.CCOCC
- E_LUMO (eV) = 0.0254
- frontier orbital gap (eV) = 8.17

Results of the Mulliken charge analysis, in e, for atoms 1 through 6: number 1, C, carries -0.5955; number 2, C, carries -0.5339; number 3, C, carries 1.3035; number 4, S, carries -0.3766; number 5, O, carries -0.3759; number 6, C, carries 0.0915

***

A single C2HNO2S molecule in a non-equilibrium geometry, computed with wB97M-V/def2-TZVPD.

Geometry (Å):
O1 1.39695 -1.25781 -1.88202
C1 1.00786 -0.48438 -1.08290
S1 1.15366 1.26381 -0.53337
C2 0.11209 -0.09772 -0.10664
N1 -0.95516 -0.48588 0.37169
O2 -1.56021 0.18172 1.36231
H1 -1.15519 0.88026 1.87093

- structure (SMILES) = O=c1s/c1=N\O
- E_LUMO (eV) = -0.7109
- frontier orbital gap (eV) = 9.00

Results of the natural (NBO) charge analysis, in e, for atoms 1 through 6: number 1, O, carries -0.4388; number 2, C, carries 0.5069; number 3, S, carries 0.1062; number 4, C, carries -0.0757; number 5, N, carries -0.0361; number 6, O, carries -0.5350